{"formula": "C4H10N2O2", "method": "ωB97M-V/def2-TZVPD", "symbols": ["C", "C", "C", "N", "C", "N", "H", "H", "H", "H", "H", "H", "H", "H", "O", "H", "H", "O"], "xyz": [[1.251383, 2.482858, -2.461093], [0.681968, 1.593480, -1.418724], [-0.151928, 1.861119, -0.359093], [-0.513306, 0.653119, 0.143050], [0.296491, -0.291251, -0.443089], [1.039837, 0.263253, -1.360447], [2.332028, 2.451382, -2.298003], [1.040298, 2.264761, -3.505538], [0.911689, 3.509721, -2.304305], [-0.653716, 2.789700, -0.140849], [-0.967936, 0.430822, 1.004726], [0.441361, -1.167858, 0.150984], [-0.007156, -2.357539, -0.583194], [-0.155757, -3.925352, -0.995578], [-0.014483, -3.280490, -0.312625], [-1.690406, -2.250015, 4.208437], [-1.923656, -2.223424, 5.719290], [-1.916710, -2.804285, 4.956050]], "forces_ev_per_a": [[0.519, 0.792, 0.608], [-0.045, -0.774, 0.511], [-0.796, 0.747, -1.559], [0.780, -0.937, 0.633], [-0.190, 1.910, 0.774], [0.020, -0.590, -0.695], [0.034, 0.209, -0.406], [-0.154, -0.548, 0.149], [0.103, -0.021, 0.093], [-0.069, -0.111, 0.218], [-0.332, 0.396, 0.271], [0.363, -0.351, -0.223], [-0.290, -0.896, -1.101], [-0.086, 0.277, -0.732], [0.142, -0.087, 1.450], [0.057, 0.107, -0.109], [0.014, 0.101, 0.064], [-0.072, -0.225, 0.056]], "mulliken_charge": [-1.00, 0.69, -0.55, -0.06, -0.45, -0.59, 0.26, 0.28, 0.28, 0.36, 0.23, 0.51, 0.41, 0.29, -0.65, 0.31, 0.32, -0.63], "homo_ev": -8.89, "smiles": "Cc1c[nH]cn1.O.O", "homo_lumo_gap_ev": 9.19, "e_lumo_ha": 0.011}